A structure of composition C5H9NO in a non-equilibrium geometry. Source: the Open Molecules 2025 dataset; level of theory: ωB97M-V with the def2-TZVPD basis set.

Energy relative to the best compared isomer or geometry (same formula, charge and spin): 104.6 kcal/mol
Multiplicity: 1
Kohn-Sham gap: 0.3122 Eh
Total charge: 0

Last column: Löwdin charge in e.
Atoms and positions in Å:
C -0.72 0.41 -0.24  -0.35
C 0.93 -0.40 0.69  -0.10
C -0.75 1.85 0.21  -0.09
N -0.77 0.19 -1.59  0.05
C 0.73 -1.72 -0.02  -0.13
C 1.36 -2.27 0.98  -0.30
O 1.73 -3.04 1.81  0.11
H -1.40 -0.25 0.30  0.12
H -0.27 0.84 -2.19  0.10
H -1.51 -0.40 -1.93  0.10
H 1.83 0.16 0.45  0.08
H 0.50 -0.13 1.66  0.09
H 0.66 -1.88 -1.08  0.10
H -0.59 1.93 1.28  0.07
H -1.73 2.28 -0.02  0.08
H 0.01 2.43 -0.31  0.08